Entry 1:
Molecular formula: C6H27NO8
Method: DFT, wB97M-V/def2-TZVPD

Computed properties:
E: -24529.722 eV
Energy above the lowest of the compared OMol25 structures with the same formula, charge and spin: 2.084 eV
E_HOMO: -8.79 eV
SMILES: CNCCCCC=O.O.O.O.O.O.O.O
LUMO level: 0.159 eV

Each line ends with the Mulliken charge.
Geometry (Å):
C1 0.0055 1.5956 -1.8103  -0.882
N1 -0.2324 1.7591 -0.3760  -0.003
C2 -1.3597 1.0131 0.1272  -1.576
C3 -1.2416 -0.5054 0.1879  0.550
C4 -2.2983 -1.3125 0.9570  -0.871
C5 -2.8726 -0.6150 2.2085  -0.698
C6 -1.7945 -0.2216 3.1692  0.008
O1 -1.8322 0.8553 3.7242  -0.501
H1 0.7557 2.3010 -2.1658  0.361
H2 0.3096 0.5899 -2.0860  0.318
H3 -0.9166 1.8458 -2.3451  0.292
H4 0.6285 1.6980 0.1412  0.200
H5 -2.2184 1.3364 -0.4780  0.166
H6 -1.7590 1.3956 1.0705  0.834
H7 -1.2362 -0.8849 -0.8373  0.447
H8 -0.2304 -0.7875 0.5069  -0.273
H9 -1.9261 -2.2950 1.2435  0.280
H10 -3.1016 -1.5001 0.2425  0.339
H11 -3.4738 0.2643 2.0092  0.315
H12 -3.5613 -1.3542 2.6316  0.450
H13 -0.8695 -0.7931 3.3595  0.388
O2 0.2579 -3.2927 1.0982  -0.594
H14 1.1394 -2.9047 0.9602  0.354
H15 0.1295 -3.6709 1.9679  0.277
O3 3.6439 1.6469 -1.1320  -0.771
H16 3.0731 2.4043 -1.2903  0.338
H17 3.1463 0.8372 -1.3187  0.391
O4 -2.3774 3.9207 -0.3121  -0.624
H18 -1.4737 3.6043 -0.4884  0.332
H19 -2.8981 3.1516 -0.5609  0.331
O5 2.5771 0.9359 1.0431  -0.697
H20 3.1832 1.3396 0.3585  0.457
H21 2.9829 1.0211 1.9122  0.250
O6 2.2297 -1.6059 0.3805  -0.674
H22 2.2875 -0.6359 0.6187  0.316
H23 3.1597 -1.8057 0.2288  0.283
O7 2.5730 -0.4698 -2.1288  -0.561
H24 2.8633 -0.8188 -2.9777  0.292
H25 1.6979 -0.8662 -1.9938  0.217
O8 0.4648 -2.1100 -2.8606  -0.678
H26 -0.3974 -2.5435 -2.8426  0.292
H27 0.9619 -2.5227 -2.1429  0.323

Atoms 1-2, force components in eV/Å:
C -0.39 0.11 0.35
N -0.05 0.67 -0.62

Entry 2:
Molecular formula: C6H28NaO13P2
Method: DFT, wB97M-V/def2-TZVPD

Computed properties:
E: -56289.610 eV
Energy above the lowest of the compared OMol25 structures with the same formula, charge and spin: 0.000 eV
Charge: +1
E_HOMO: -13.23 eV
LUMO level: -2.526 eV

Each line ends with the Mulliken charge.
Geometry (Å):
Na1 -0.5181 0.4000 0.1993  0.664
C1 4.4819 0.2864 -5.6907  -0.671
O1 3.3795 0.4441 -4.8165  -0.346
P1 3.1732 1.5707 -3.7218  0.816
O2 1.8557 1.5789 -3.0740  -0.585
O3 4.3425 1.5574 -2.6763  -0.301
C2 4.2267 0.4273 -1.7137  -0.524
O4 3.4508 2.8619 -4.6409  -0.352
C3 3.3219 4.1565 -4.0458  -0.630
H1 5.0417 1.1906 -5.8277  0.341
H2 4.0148 -0.1132 -6.5933  0.239
H3 5.1669 -0.4788 -5.3601  0.277
H4 5.1151 0.6081 -1.1046  0.272
H5 4.2017 -0.4972 -2.2505  0.314
H6 3.3360 0.5206 -1.1178  0.182
H7 2.3009 4.4388 -3.8432  0.260
H8 3.6757 4.7679 -4.9040  0.227
H9 3.9736 4.1823 -3.1440  0.291
C4 -3.1527 -2.8779 0.8511  -0.766
O5 -2.5926 -2.3695 2.0163  0.134
P2 -3.3704 -2.5117 3.4022  0.700
O6 -3.5611 -3.8813 3.9332  -0.711
O7 -2.4612 -1.4392 4.1549  -0.155
C5 -2.5154 -1.4691 5.5254  -0.756
O8 -4.7173 -1.7314 3.0991  -0.324
C6 -5.7939 -1.7601 4.0386  -0.792
H10 -3.1410 -3.9636 0.8574  0.293
H11 -2.5748 -2.5421 0.0057  0.234
H12 -4.1541 -2.4639 0.7842  0.333
H13 -1.8993 -0.6953 5.9609  0.253
H14 -2.1726 -2.4222 5.9210  0.324
H15 -3.5550 -1.2414 5.8217  0.303
H16 -6.0206 -0.7449 4.3857  0.249
H17 -5.5625 -2.4309 4.8746  0.385
H18 -6.5903 -2.2760 3.5450  0.292
O9 1.1379 -1.0461 -1.2710  -0.489
H19 1.3987 -1.9795 -1.3437  0.254
H20 1.4125 -0.5576 -2.0675  0.295
O10 -0.5027 1.9834 -1.7471  -0.491
H21 0.2263 1.8321 -2.3385  0.531
H22 -0.8940 2.8167 -2.0494  0.253
O11 0.2824 -1.4396 1.6613  -0.500
H23 -0.3691 -2.0725 1.9310  0.290
H24 1.0787 -1.5281 2.2007  0.258
O12 0.7840 2.3377 1.0879  -0.479
H25 0.5393 2.8025 1.9109  0.269
H26 1.4823 2.9238 0.7588  0.268
O13 -2.4524 0.9547 1.7566  -0.642
H27 -2.4742 1.7325 2.3592  0.284
H28 -2.3551 0.1579 2.2993  0.429

Atoms 1-2, force components in eV/Å:
Na 0.28 0.27 -0.12
C -0.16 -0.77 -0.71

Entry 3:
Molecular formula: C6H28O13Sr
Method: DFT, wB97M-V/def2-TZVPD

Computed properties:
E: -34129.561 eV
E_HOMO: -7.08 eV
LUMO level: -3.420 eV

Each line ends with the Mulliken charge.
Geometry (Å):
Sr1 2.8798 -1.7866 -3.0431  1.685
C1 0.1537 0.4244 -0.2090  0.760
C2 1.1547 -0.3173 -1.0559  0.823
O1 1.4624 -1.5086 -0.7777  -0.961
O2 1.7547 0.2994 -1.9980  -1.021
H1 -0.8444 0.0160 -0.3982  -0.110
H2 0.1352 1.5005 -0.3390  0.384
H3 0.4042 0.1573 0.8200  -0.643
C3 -0.3117 -2.4523 2.5166  -0.073
C4 0.6118 -1.5268 3.3224  0.528
O3 1.7146 -1.9914 3.6687  -0.692
O4 0.1392 -0.3993 3.6718  -0.833
H4 -1.2866 -1.9995 2.3190  -0.008
H5 -0.5049 -3.3904 3.0321  0.439
H6 0.1724 -2.6102 1.5464  -0.272
C5 -2.3906 2.6722 -1.6413  -0.245
O5 -3.3242 2.5463 -0.5635  -0.560
H7 -2.9583 2.6699 -2.5673  0.284
H8 -1.8055 3.5924 -1.5894  0.350
H9 -1.6771 1.8479 -1.6141  -0.115
H10 -2.9370 2.9627 0.2132  0.316
C6 -3.1374 -1.1426 0.6216  -0.370
O6 -3.0441 -0.5803 -0.6764  -0.548
H11 -4.0164 -1.7858 0.7201  0.349
H12 -2.2381 -1.7147 0.8371  -0.093
H13 -3.3232 -0.3918 1.3925  0.283
H14 -3.0592 0.3802 -0.5803  0.313
O7 0.9414 4.4945 1.4376  -0.622
H15 0.0395 4.8215 1.4902  0.274
H16 0.8678 3.5536 1.6850  0.372
O8 3.0624 -0.1025 1.4579  -0.693
H17 2.8827 -0.6526 0.6944  0.320
H18 2.3218 -0.3512 2.0356  0.285
O9 2.2090 -4.3284 -2.3923  -0.634
H19 2.4140 -5.2704 -2.3886  0.273
H20 1.3728 -4.2482 -1.8536  0.430
O10 3.3505 2.6967 -1.9604  -0.674
H21 2.7133 1.9647 -1.9519  0.365
H22 3.9429 2.5233 -1.2197  0.319
O11 0.0358 -3.8535 -0.8695  -0.759
H23 -0.8809 -3.5645 -0.9555  0.328
H24 0.5278 -3.0410 -0.6363  0.411
O12 -0.0108 1.5938 -3.8065  -0.593
H25 0.4676 0.9438 -3.2582  0.311
H26 -0.0374 1.2281 -4.6978  0.260
O13 -0.0319 2.2791 2.8700  -0.659
H27 0.2034 1.3278 2.8928  0.478
H28 -0.1158 2.5136 3.7985  0.237

Atoms 1-2, force components in eV/Å:
Sr -1.10 0.19 1.82
C 0.10 -0.85 0.20

Entry 4:
Molecular formula: C6H28O8
Method: DFT, wB97M-V/def2-TZVPD

Computed properties:
E: -23054.358 eV
Energy above the lowest of the compared OMol25 structures with the same formula, charge and spin: 3.210 eV
E_HOMO: -10.14 eV
SMILES: CCO.CCO.CCO.O.O.O.O.O
LUMO level: 0.157 eV

Each line ends with the Mulliken charge.
Geometry (Å):
C1 -2.7624 1.1472 2.3068  -0.898
C2 -2.5165 -0.3434 2.2663  -0.465
O1 -1.9178 -0.8002 1.0573  -0.467
H1 -3.3860 1.3537 3.1766  0.350
H2 -3.2191 1.5082 1.3853  0.258
H3 -1.8181 1.6873 2.2376  0.215
H4 -3.4515 -0.8508 2.5039  0.330
H5 -1.8772 -0.7347 3.0577  0.342
H6 -2.6849 -0.8896 0.4871  0.225
C3 2.5231 1.8364 -0.9477  -0.783
C4 2.3899 2.7516 0.2856  -0.215
O2 3.3577 2.4350 1.1986  -0.494
H7 3.5124 2.0107 -1.3709  0.328
H8 1.7168 2.0484 -1.6499  0.281
H9 2.4749 0.7951 -0.6291  0.195
H10 1.4092 2.4746 0.6724  0.045
H11 2.4181 3.8306 0.1341  0.401
H12 3.4769 3.2514 1.6894  0.312
C5 -1.8134 0.9702 -2.1232  -0.469
C6 -2.6409 0.8115 -3.4868  -0.484
O3 -1.9165 1.0527 -4.6131  -0.497
H13 -1.4800 1.9960 -1.9659  0.295
H14 -1.0106 0.2332 -2.0994  0.087
H15 -2.4762 0.6318 -1.3267  0.107
H16 -3.4633 1.5070 -3.3197  0.333
H17 -3.1622 -0.1353 -3.6281  0.297
H18 -2.4106 1.6973 -5.1248  0.320
O4 0.7349 -1.2532 0.1631  -0.467
H19 0.9841 -0.9105 1.0214  0.251
H20 -0.2161 -1.1500 0.1303  0.292
O5 3.7176 -1.3502 0.7095  -0.566
H21 3.9887 -0.8952 1.5068  0.329
H22 2.7851 -1.5243 0.8378  0.164
O6 2.0002 -1.7022 -2.1593  -0.626
H23 1.7955 -1.0037 -2.7809  0.322
H24 1.5264 -1.4614 -1.3632  0.365
O7 1.8059 -2.7040 3.9418  -0.621
H25 1.9198 -2.2743 3.0941  0.300
H26 2.2263 -2.1147 4.5681  0.312
O8 -1.1098 -4.5352 0.3196  -0.612
H27 -1.0805 -5.3549 -0.1739  0.296
H28 -0.3496 -4.0421 0.0113  0.314

Atoms 1-2, force components in eV/Å:
C 0.66 -0.11 -0.61
C 0.20 -0.42 0.90

Entry 5:
Molecular formula: C6H28O9
Method: DFT, wB97M-V/def2-TZVPD

Computed properties:
E: -25100.038 eV
Energy above the lowest of the compared OMol25 structures with the same formula, charge and spin: 4.754 eV
E_HOMO: -9.22 eV
SMILES: CCC/C=C/CO.O.O.O.O.O.O.O.O
LUMO level: 0.191 eV

Each line ends with the Mulliken charge.
Geometry (Å):
C1 0.7601 1.2952 2.3677  -0.887
C2 -0.7437 1.3781 2.3580  -0.626
C3 -1.3500 1.7952 0.9516  -0.883
C4 -1.1307 0.6408 0.0688  -0.265
C5 -0.4906 0.6333 -1.1960  1.013
C6 -0.5133 -0.3311 -2.2831  -0.711
O1 -0.8946 -1.6294 -1.8485  -0.665
H1 1.3889 2.0030 1.9456  0.336
H2 0.9926 1.3474 3.3523  0.566
H3 1.0934 0.3885 1.7441  -0.108
H4 -1.1535 2.1992 3.1511  0.320
H5 -0.9562 0.3937 2.7296  0.277
H6 -2.4547 1.9822 1.0538  0.467
H7 -0.8912 2.6964 0.6136  0.425
H8 -1.3642 -0.3814 0.3963  -0.095
H9 -0.2293 1.7492 -1.4552  -0.163
H10 -1.2681 -0.2629 -3.0479  0.278
H11 0.2829 -0.4568 -3.0055  0.248
H12 -0.3513 -1.9537 -1.1128  0.256
O2 1.9997 -1.4514 -0.3698  -0.553
H13 2.1336 -2.2095 0.2698  0.334
H14 2.9344 -1.1420 -0.5297  0.301
O3 -2.9225 -2.4947 -0.7041  -0.623
H15 -2.4567 -1.8336 -1.1277  0.360
H16 -3.8230 -2.6150 -0.7108  0.232
O4 3.4177 -0.0532 1.1912  -0.646
H17 3.5916 0.1690 2.1078  0.283
H18 2.5524 -0.4403 1.1695  0.391
O5 -1.0641 -2.6555 1.2135  -0.666
H19 -1.8551 -2.7567 0.6520  0.528
H20 -0.7532 -1.7369 0.9257  0.292
O6 -3.6333 2.0781 -1.7300  -0.656
H21 -3.8360 1.2025 -2.0162  0.305
H22 -2.7978 2.1089 -1.1853  0.352
O7 0.9709 1.0841 -4.2401  -0.610
H23 1.4535 0.6969 -3.5810  0.372
H24 0.7445 1.9254 -3.8370  0.316
O8 1.2747 -3.1605 1.7449  -0.596
H25 0.6249 -3.7606 1.7387  0.235
H26 1.4381 -2.7376 2.6041  0.278
O9 2.9850 2.0965 -0.5253  -0.626
H27 2.7388 2.7668 0.1970  0.285
H28 3.5554 1.4326 -0.0408  0.330

Atoms 1-2, force components in eV/Å:
C -0.57 -2.00 -2.91
C -1.04 3.68 0.47

Entry 6:
Molecular formula: C6H29NO10
Method: DFT, wB97M-V/def2-TZVPD

Computed properties:
E: -28647.915 eV
Energy above the lowest of the compared OMol25 structures with the same formula, charge and spin: 2.777 eV
Charge: +1
E_HOMO (spin up / spin down): -13.00 / -13.00 eV
Spin multiplicity: 2
LUMO level (spin up / spin down): -4.191 / -7.144 eV

Each line ends with the Mulliken spin population.
Geometry (Å):
C1 -1.4992 -0.2172 -2.9373  0.006
C2 -2.6656 -0.0184 -1.9876  0.006
C3 -2.4616 -0.5375 -0.5971  0.213
C4 -1.1987 -0.6084 -0.0872  0.092
C5 -1.0687 -1.1108 1.2318  0.244
C6 -0.1374 -0.6511 2.1591  0.215
O1 -0.0664 -1.1769 3.3635  0.137
N1 -0.3779 0.7026 -2.6603  0.001
H1 -1.1457 -1.2524 -3.0296  -0.003
H2 -1.8085 -0.0148 -3.9648  0.003
H3 -3.0022 1.0137 -1.9956  0.027
H4 -3.5546 -0.5316 -2.3511  0.014
H5 -3.3498 -0.8607 -0.0716  0.001
H6 -0.3078 -0.4026 -0.6562  0.007
H7 -1.8459 -1.7901 1.5735  -0.010
H8 0.7345 -0.0440 1.9848  0.039
H9 -0.6800 -1.9239 3.4647  -0.010
H10 0.0021 1.1401 -3.4867  0.000
H11 -0.6042 1.4706 -2.0431  0.000
H12 2.2347 -2.2437 1.0766  0.001
H13 2.1358 -2.3963 2.7409  -0.002
O2 2.5614 -2.5737 1.9085  0.001
H14 0.6482 2.0628 0.2136  -0.001
H15 0.9620 0.7397 -0.1992  0.000
O3 1.1634 1.3030 0.5610  0.004
H16 1.2541 -0.8734 -3.4233  0.000
H17 2.1971 -0.5112 -2.1992  0.000
O4 1.9127 -1.1932 -2.8109  0.000
H18 0.2743 1.3539 3.1490  -0.002
H19 -0.4405 2.5922 3.6204  0.001
O5 -0.4736 1.9159 2.9317  0.002
H20 2.8784 2.4794 0.4223  0.000
H21 3.2100 2.4663 -1.1504  0.000
O6 3.5127 2.2788 -0.2623  0.000
H22 -1.7781 2.0545 -0.2038  0.003
H23 -0.9672 2.9272 0.9195  0.000
O7 -1.1565 2.7492 -0.0054  0.001
H24 3.5001 -0.7993 -0.0058  0.000
H25 4.0707 0.5178 -0.6184  0.000
O8 3.6715 -0.3491 -0.8326  0.000
H26 -3.3041 0.2494 2.2964  -0.003
H27 -2.0944 1.1009 2.9989  0.004
O9 -3.0382 0.8897 2.9475  0.005
H28 1.0340 -2.7336 -1.0406  0.001
H29 0.6484 -4.0611 -0.5461  0.000
O10 0.4208 -3.1332 -0.3977  0.003

Atoms 1-2, force components in eV/Å:
C 0.54 0.79 -1.10
C -0.49 -0.94 0.06